# C11H18N2

One molecule with the formula C11H18N2 (the ωB97M-V functional and the def2-TZVPD basis, the OMol25 dataset).

The geometry in XYZ format:
```
31
Properties=species:S:1:pos:R:3:forces:R:3:mulliken_charge:R:1
N -1.375313 -3.330693 1.267129 -0.017 -0.081 -0.007 -0.487
N 2.738449 0.730576 2.379638 0.018 -0.025 0.041 -0.539
C -0.510581 -0.761943 -2.568222 0.005 -0.148 -0.173 -0.994
C -0.421561 0.206919 0.952960 0.254 0.085 -0.045 -0.762
C -0.259322 -0.559160 3.372816 0.075 -0.201 0.022 -1.893
C 0.285226 1.258577 0.099656 -0.211 -0.056 0.061 -0.499
C 0.814357 -1.947690 1.563335 0.150 -0.058 0.098 -0.599
C 0.461736 -0.508998 2.013926 -0.206 -0.018 0.182 1.783
C -0.393715 -2.750601 1.391682 -0.046 0.071 -0.067 0.221
C 1.738853 0.189655 2.218632 0.070 0.059 -0.100 -0.518
C -0.166017 0.533228 -3.296207 0.317 0.063 0.138 -0.465
C 0.052933 1.789465 -2.414746 -0.186 -0.112 -0.156 -0.795
C -0.614785 1.791296 -1.032711 0.210 0.195 0.000 -1.025
H -0.750921 -1.540845 -3.293902 0.027 -0.009 0.008 0.468
H 1.436482 -2.427833 2.321010 0.038 0.016 -0.027 0.512
H -1.268212 -0.948405 3.237307 -0.016 0.050 -0.009 0.494
H 1.126488 1.950741 -2.296015 -0.008 0.053 0.129 0.372
H -0.827247 -0.553612 0.284126 -0.121 -0.027 0.112 0.081
H -1.263172 0.666553 1.472624 -0.048 0.016 -0.061 0.185
H -0.914313 0.747620 -4.060561 -0.141 -0.053 0.107 0.339
H 0.265118 -1.219378 4.065753 0.033 0.049 0.013 0.415
H 0.579927 2.089351 0.743364 0.153 -0.033 -0.026 0.432
H 0.338025 -1.130921 -1.986592 -0.041 0.065 0.113 0.134
H -1.552844 1.233965 -1.055373 -0.037 0.030 -0.060 0.496
H 1.209553 0.844829 -0.311970 -0.021 -0.038 -0.031 0.500
H -0.317195 2.654440 -2.967915 0.065 -0.006 -0.070 0.352
H -0.884731 2.823305 -0.802615 -0.069 -0.030 0.066 0.510
H -0.301333 0.431891 3.820418 -0.107 0.036 -0.062 0.453
H 0.765276 0.351867 -3.838259 -0.080 0.045 -0.156 0.258
H -1.375632 -0.672950 -1.912485 0.009 0.028 0.008 0.247
H 1.384469 -1.941249 0.633197 -0.069 0.036 -0.050 0.327
```
Forces are in eV/Å.

Computed properties:
Highest occupied orbital energy: -11.2114 eV
Structure (SMILES): CCCCCC[C@](C)(C#N)CC#N
Energy relative to the best compared isomer or geometry (same formula, charge and spin): 0.0 kcal per mole
Gap between HOMO and LUMO: 11.9 eV
Charge: 0
LUMO level: 0.681 eV
Max |F|: 0.35 eV Å⁻¹